# 1
42
Properties=species:S:1:pos:R:3:forces:R:3:nbo_charge:R:1 method="wB97M-V/def2-TZVPD" spin_multiplicity=1 smiles=Fc1ccccc1.Fc1ccccc1.Fc1ccccc1.CC#N e_above_lowest_kcal_mol=10.01 lumo_energy_ev=0.4191
F 4.973 -3.262 -0.011 -0.08 0.02 -0.02 -0.324
C 5.003 -2.055 0.586 0.22 0.17 0.26 0.399
C 3.949 -1.182 0.406 -0.76 -0.38 0.25 -0.289
C 3.931 0.047 1.049 0.62 -0.19 -0.26 -0.192
C 5.055 0.434 1.775 -0.22 0.10 0.13 -0.229
C 6.109 -0.451 1.948 -0.09 0.02 -0.28 -0.188
C 6.083 -1.723 1.378 0.27 0.41 -0.02 -0.282
H 3.068 -1.516 -0.129 0.18 0.02 -0.23 0.221
H 3.060 0.673 0.912 0.10 0.20 0.11 0.217
H 5.131 1.417 2.222 -0.16 0.00 0.00 0.217
H 6.979 -0.110 2.493 0.02 -0.19 0.10 0.218
H 6.923 -2.390 1.510 -0.11 -0.15 -0.07 0.231
F -2.879 -3.351 -2.009 0.40 0.02 -0.08 -0.327
C -1.857 -2.824 -1.295 0.08 0.51 0.66 0.400
C -0.569 -3.297 -1.403 0.11 -0.82 -0.34 -0.285
C 0.416 -2.790 -0.570 -0.09 0.92 0.30 -0.190
C 0.119 -1.754 0.320 -0.07 -0.31 -0.56 -0.229
C -1.184 -1.264 0.403 0.83 -0.08 0.04 -0.183
C -2.164 -1.804 -0.406 -0.69 -0.35 -0.23 -0.286
H -0.331 -4.096 -2.097 -0.11 0.05 -0.01 0.232
H 1.440 -3.134 -0.634 -0.06 -0.22 -0.11 0.220
H 0.923 -1.307 0.888 -0.10 -0.05 0.22 0.215
H -1.349 -0.462 1.109 -0.45 0.00 -0.08 0.213
H -3.212 -1.529 -0.377 0.12 0.31 0.21 0.220
F 1.411 5.442 -0.117 0.01 0.15 -0.24 -0.318
C 0.307 4.683 -0.129 -0.72 -0.89 0.47 0.400
C 0.291 3.529 0.644 0.03 -0.23 0.02 -0.282
C -0.859 2.738 0.686 0.20 0.55 -0.52 -0.196
C -1.973 3.130 -0.040 -0.60 -0.16 -0.14 -0.225
C -1.952 4.267 -0.839 0.28 -0.26 0.48 -0.193
C -0.807 5.034 -0.875 0.61 0.78 -0.53 -0.282
H 1.183 3.234 1.182 0.01 0.10 0.05 0.224
H -0.885 1.802 1.223 0.12 0.07 0.23 0.212
H -2.886 2.546 -0.003 0.11 -0.09 0.03 0.211
H -2.814 4.570 -1.415 -0.04 -0.07 -0.02 0.221
H -0.752 5.898 -1.530 0.01 0.05 0.18 0.228
C -6.154 -1.606 -1.164 -0.46 0.30 -0.84 -0.724
C -7.598 -1.384 -1.013 0.34 -0.34 -0.04 0.284
N -8.727 -1.213 -0.906 -0.08 0.06 0.03 -0.327
H -5.662 -0.669 -0.911 0.31 -0.26 0.41 0.250
H -5.925 -1.777 -2.219 -0.16 0.00 0.00 0.258
H -5.817 -2.495 -0.642 0.08 0.23 0.42 0.259


# 2
6
Properties=species:S:1:pos:R:3:forces:R:3:nbo_charge:R:1 method="wB97M-V/def2-TZVPD" spin_multiplicity=1 smiles="OP(=S)(Cl)Cl" e_above_lowest_kcal_mol=0.00 lumo_energy_ev=0.1589
O 0.462 -0.584 -0.106 0.62 -0.19 -0.03 -0.985
P 1.847 0.221 0.022 -1.23 1.05 0.13 1.363
S 1.600 2.136 0.228 0.40 -1.17 -0.12 -0.487
Cl 2.819 -0.433 -1.599 0.15 0.02 0.01 -0.206
Cl 2.742 -0.768 1.519 0.14 0.04 -0.03 -0.211
H -0.298 -0.003 0.001 -0.08 0.26 0.04 0.526


# 3
144
Properties=species:S:1:pos:R:3:forces:R:3:mulliken_spin:R:1 method="wB97M-V/def2-TZVPD" spin_multiplicity=2 lumo_energy_ev="1.8283 / 1.8066" total_charge=-1
C -14.318 -23.365 5.026 -0.04 -1.47 -0.03 0.000
C -13.077 -23.817 4.162 -1.48 0.45 0.58 0.000
C -12.699 -25.306 4.254 0.77 -0.46 0.33 0.000
O -11.715 -25.699 3.280 0.99 0.76 -0.17 0.000
C -11.125 -26.998 3.387 -0.04 0.41 -0.17 0.000
N -13.452 -23.489 2.802 0.61 0.09 -0.48 0.000
H -14.666 -22.372 4.744 0.38 -0.03 -0.01 0.000
H -14.300 -23.468 6.111 0.91 0.34 0.13 0.000
H -15.139 -24.056 4.835 -0.27 -0.07 -0.61 0.000
H -12.261 -23.162 4.467 0.41 -0.32 -0.16 0.000
H -13.499 -26.002 4.002 -0.84 0.31 0.75 0.000
H -12.300 -25.431 5.261 -0.07 -0.61 0.23 0.000
H -11.865 -27.783 3.228 -0.19 -0.12 0.39 0.000
H -10.512 -27.146 4.276 -0.51 0.07 0.54 0.000
H -10.383 -27.135 2.600 -0.23 0.50 -0.39 0.000
H -14.208 -24.112 2.554 -0.45 -0.03 -0.13 0.000
H -12.672 -23.861 2.278 0.18 0.19 -0.72 0.000
C -11.732 -21.337 7.486 0.14 -0.29 1.98 0.000
C -10.916 -20.045 7.485 -1.31 0.85 -0.22 0.002
C -10.859 -19.151 8.809 -0.92 -2.27 -1.88 0.060
O -12.180 -18.870 9.160 0.31 -0.79 -1.08 0.081
C -12.346 -18.379 10.420 -1.08 1.19 1.41 -0.252
N -9.599 -20.302 7.046 2.01 -0.63 -1.14 -0.002
H -12.682 -21.170 7.995 -0.22 -0.09 -0.22 0.000
H -11.192 -22.078 8.075 0.03 -0.20 0.24 -0.001
H -11.873 -21.808 6.514 0.02 0.52 -0.22 0.000
H -11.360 -19.586 6.602 -0.52 1.33 0.52 0.000
H -10.243 -18.257 8.719 0.01 0.18 -0.37 -0.015
H -10.355 -19.839 9.489 0.00 0.03 0.73 -0.005
H -11.575 -17.651 10.673 0.02 0.17 0.22 0.053
H -12.464 -19.091 11.236 0.63 -0.76 -0.05 -0.039
H -13.329 -17.909 10.434 0.01 0.53 -0.06 -0.011
H -8.875 -19.908 7.629 0.09 0.10 0.17 0.000
H -9.538 -19.836 6.152 0.91 0.05 -0.09 0.001
C -11.219 -14.699 10.084 1.49 -0.12 -0.53 0.014
C -11.404 -14.259 11.523 0.33 1.85 -1.06 1.721
O -11.915 -15.293 12.242 -1.15 -1.63 -0.07 -0.783
O -10.625 -13.660 9.255 -0.69 -0.67 0.61 -0.120
H -12.104 -15.113 9.599 -0.50 0.32 0.26 0.003
H -10.530 -15.543 10.059 0.29 0.03 0.09 0.080
H -12.053 -13.383 11.490 -0.51 0.21 0.14 -0.162
H -10.517 -13.836 11.995 0.56 -0.36 -0.36 0.449
H -11.730 -15.208 13.180 0.18 -0.05 1.03 0.477
H -11.376 -13.167 8.916 0.10 0.26 -0.15 0.037
C -12.619 -17.606 15.511 -0.23 1.09 -0.72 0.396
C -11.791 -16.390 15.953 -1.05 1.03 0.60 0.907
O -11.389 -15.462 14.908 -0.68 -2.17 -0.30 -2.436
O -11.830 -18.544 14.887 1.75 -1.95 -0.70 -0.321
H -13.382 -17.440 14.751 -0.57 1.13 0.59 0.093
H -13.086 -18.159 16.326 -0.02 0.63 0.56 -0.013
H -10.987 -16.720 16.611 0.54 -0.25 -0.61 0.055
H -12.369 -15.777 16.644 -0.59 -0.09 0.13 -0.421
H -10.874 -14.744 15.283 0.55 0.75 0.57 0.904
H -11.861 -18.437 13.933 0.22 0.08 -0.02 0.107
C -14.760 -16.470 8.022 2.05 -1.73 -3.31 0.007
C -14.113 -17.246 6.743 -0.80 -0.48 2.77 -0.001
O -15.163 -17.828 5.923 1.10 0.76 0.36 -0.001
O -15.151 -15.264 7.457 -1.02 0.74 0.65 -0.001
H -13.994 -16.274 8.772 0.21 -0.44 0.20 0.008
H -15.592 -17.026 8.453 0.09 -0.25 -0.10 0.015
H -13.468 -18.017 7.164 -0.14 -0.46 -0.12 0.000
H -13.423 -16.589 6.214 -0.50 0.42 -0.22 0.000
H -14.837 -17.704 5.028 -0.33 -0.14 -0.18 0.000
H -15.677 -14.975 8.206 -0.53 1.58 -0.27 0.022
C -18.328 -16.705 9.620 1.18 -0.44 2.16 0.005
C -17.616 -17.355 10.903 -0.46 -0.36 -1.98 0.036
O -16.233 -17.518 10.764 -0.15 0.25 -0.08 -0.056
O -19.660 -16.897 9.913 -2.57 -0.43 -0.10 -0.005
H -18.128 -17.221 8.680 0.88 0.18 -0.01 0.005
H -18.256 -15.618 9.603 1.32 0.00 -0.43 -0.001
H -17.981 -18.379 10.983 -0.52 0.15 0.09 0.008
H -17.908 -16.801 11.795 0.01 0.15 0.05 0.004
H -15.893 -16.620 10.751 1.08 0.15 0.25 0.034
H -20.095 -16.487 9.162 -0.72 -0.12 0.21 0.001
C -16.625 -21.087 11.277 0.65 -1.68 0.10 0.000
C -15.596 -22.197 10.910 -2.30 0.06 -1.36 -0.003
O -14.780 -21.758 9.879 1.32 0.45 -0.95 0.000
O -15.829 -20.255 12.000 0.56 2.22 2.21 -0.005
H -17.427 -21.516 11.878 0.09 -0.11 0.66 0.002
H -17.204 -20.557 10.521 0.53 -0.27 -0.93 0.000
H -16.157 -23.057 10.545 0.11 -0.73 0.40 -0.001
H -14.918 -22.402 11.738 -0.61 -0.08 0.23 0.003
H -15.265 -21.766 9.051 -0.03 0.08 0.00 0.000
H -15.490 -19.496 11.520 -0.33 0.19 -0.35 0.001
C -7.844 -15.775 8.019 -0.91 0.27 -0.66 -0.017
C -7.686 -16.622 9.234 0.47 -0.49 1.03 0.086
O -7.208 -17.928 8.933 0.36 -0.78 -1.19 -0.050
O -6.646 -15.487 7.319 -0.09 -0.08 0.38 0.002
H -8.346 -14.835 8.248 0.28 0.17 0.44 0.000
H -8.593 -16.262 7.394 0.16 -0.40 -0.58 0.002
H -8.651 -16.847 9.687 -0.14 0.84 0.27 -0.003
H -6.990 -16.151 9.928 -0.24 0.15 0.30 -0.015
H -6.431 -18.218 9.416 -0.12 0.45 0.28 0.012
H -6.071 -16.242 7.463 0.13 -0.21 -0.24 -0.002
C -16.068 -13.664 10.950 -1.04 -0.76 0.08 -0.083
C -14.679 -14.064 11.307 -0.34 -0.68 0.27 0.492
O -14.560 -15.485 11.463 -0.64 0.89 -1.21 -0.448
O -16.460 -13.868 9.539 0.79 0.61 1.51 -0.228
H -16.169 -12.655 11.349 -0.28 0.39 -0.80 0.030
H -16.753 -14.271 11.542 -0.14 -0.10 0.13 0.018
H -14.479 -13.678 12.306 0.16 0.63 -0.09 0.053
H -14.036 -13.594 10.562 0.53 -0.36 -0.01 0.048
H -13.651 -15.615 11.743 0.85 -0.36 0.38 0.099
H -17.057 -13.151 9.312 -0.03 0.04 -0.15 0.049
C -6.838 -18.653 2.969 -0.17 -0.96 -0.91 0.000
C -7.641 -19.677 3.766 0.82 1.12 -0.29 -0.001
O -8.677 -18.957 4.395 -0.61 -0.45 1.06 0.000
O -6.004 -17.811 3.705 0.18 0.23 0.83 -0.001
H -7.597 -18.066 2.451 0.03 0.06 -0.41 0.000
H -6.224 -19.201 2.254 0.01 -0.09 -0.43 0.000
H -7.001 -20.151 4.510 -0.22 0.13 0.33 0.001
H -7.980 -20.471 3.100 -0.26 0.03 -0.08 0.000
H -9.374 -18.722 3.778 0.12 -0.13 -0.24 0.000
H -5.966 -16.963 3.256 0.03 0.01 0.16 0.000
C -7.820 -23.169 5.342 -0.66 -0.76 0.99 -0.001
C -8.029 -24.571 5.956 0.75 0.55 -0.44 0.000
O -8.509 -25.503 4.974 0.45 0.43 0.68 0.000
O -9.088 -22.667 4.944 0.40 -0.16 -0.92 0.000
H -7.095 -23.266 4.534 -0.38 0.08 -0.52 0.000
H -7.360 -22.492 6.062 0.00 -0.03 0.31 0.000
H -8.672 -24.539 6.836 -0.31 0.14 -0.07 0.000
H -7.046 -24.874 6.318 0.04 -0.53 -0.16 0.000
H -9.233 -25.046 4.539 -0.34 0.11 -0.22 0.000
H -9.354 -21.991 5.572 -0.08 0.34 0.52 0.000
C -7.206 -22.862 10.344 0.23 -0.35 1.07 -0.004
C -6.299 -21.974 9.464 0.29 -1.86 1.08 0.014
O -5.408 -21.201 10.224 -0.33 1.37 1.60 -0.011
O -6.506 -23.990 10.988 -0.65 0.85 -1.25 0.000
H -8.024 -23.216 9.717 0.46 -0.75 -0.37 -0.002
H -7.814 -22.401 11.121 0.47 0.82 0.14 0.003
H -6.976 -21.455 8.786 0.47 0.29 -0.34 -0.001
H -5.599 -22.719 9.086 -0.67 -0.26 -1.48 0.001
H -4.757 -20.691 9.737 -0.27 -0.32 -0.49 0.002
H -6.080 -23.670 11.787 -0.06 0.25 -0.03 0.000
C -11.903 -22.409 12.294 1.34 1.62 0.88 -0.006
C -12.314 -21.832 13.660 -0.28 -1.10 0.68 0.028
O -11.230 -21.072 14.232 -0.46 -0.44 -1.41 -0.021
O -10.582 -22.938 12.366 -0.31 -0.99 -0.14 -0.002
H -11.773 -21.522 11.674 -0.66 0.16 -0.49 0.005
H -12.616 -23.085 11.823 0.20 -0.15 0.32 -0.001
H -12.542 -22.559 14.439 0.00 -0.84 -0.33 0.014
H -13.287 -21.365 13.509 0.18 1.08 -0.01 -0.003
H -11.571 -20.500 14.923 -0.08 0.49 0.00 0.000
H -10.112 -22.321 12.932 0.19 0.11 0.22 0.001


# 4
7
Properties=species:S:1:pos:R:3:forces:R:3:nbo_charge:R:1 method="wB97M-V/def2-TZVPD" spin_multiplicity=1 e_above_lowest_kcal_mol=20.82 lumo_energy_ev=-0.4341
C -0.261 0.078 0.734 1.07 -1.24 -2.53 0.411
F -0.246 -0.948 1.613 -0.04 0.58 -0.49 -0.353
F -1.532 0.163 0.223 1.11 0.06 0.69 -0.362
P 1.149 -0.256 -1.087 -2.46 -1.85 2.57 0.213
I 0.414 1.865 1.621 -0.18 0.30 0.26 0.122
H 0.200 0.540 -1.646 -0.64 1.00 -0.85 -0.028
H 0.276 -1.442 -1.458 1.15 1.15 0.36 -0.004


no.,energy (Ha)
1,-1127.23629
2,-1735.86585
3,-3110.69939
4,-878.00500